Entry A
Density functional theory data (ωB97M-V/def2-TZVPD) for 2 unconnected molecules or ions with the total composition C3H10NO.

The geometry in XYZ format:
```
15
Properties=species:S:1:pos:R:3:lowdin_charge:R:1
C -2.595 0.264 0.039 -0.538
O -1.549 0.434 0.799 -0.385
H -3.329 -0.655 0.164 0.030
H -2.522 0.352 -1.089 0.016
H -3.419 1.173 0.320 0.047
C 0.931 -0.129 -1.369 -0.171
N 1.020 -0.487 0.064 -0.212
C 2.296 -0.157 0.659 -0.203
H 1.767 -0.681 -1.884 0.068
H 0.974 0.929 -1.472 0.047
H 0.009 -0.488 -1.818 0.056
H 0.076 -0.208 0.500 0.063
H 3.134 -0.078 -0.013 0.041
H 2.190 0.722 1.400 0.082
H 2.567 -1.032 1.322 0.057
```

Summary:
- Highest occupied orbital energy: -2.55 eV
- Frontier orbital gap: 6.8 eV
- LUMO level: 4.22 eV
- Total charge: -1

***

Entry B
Density functional theory data (ωB97M-V/def2-TZVPD) for 2 unconnected molecules or ions with the total composition C3H10NO.

The geometry in XYZ format:
```
15
Properties=species:S:1:pos:R:3:lowdin_charge:R:1
C 0.191 1.418 -0.935 -0.584
O -0.746 0.492 -0.632 -0.370
C 0.538 2.335 0.251 -0.154
H -0.121 2.084 -1.775 0.065
H 1.158 0.967 -1.281 0.069
H 1.275 3.109 -0.013 0.041
H 0.941 1.736 1.068 0.048
H -0.385 2.808 0.602 0.049
C 0.323 -2.481 0.125 -0.243
N -0.313 -1.623 1.111 -0.095
H -0.336 -3.262 -0.286 0.050
H 1.210 -2.985 0.527 0.038
H 0.637 -1.859 -0.717 0.056
H -0.598 -0.751 0.611 0.004
H -1.128 -2.072 1.509 0.026
```

Summary:
- Highest occupied orbital energy: -2.63 eV
- Frontier orbital gap: 7.2 eV
- LUMO level: 4.55 eV
- Total charge: -1

***

Entry C
Density functional theory data (ωB97M-V/def2-TZVPD) for 2 unconnected molecules or ions with the total composition C3H10NO.

The geometry in XYZ format:
```
15
Properties=species:S:1:pos:R:3:lowdin_charge:R:1
C -0.086 -1.008 -0.614 -0.588
O -0.485 -1.567 -1.764 -0.373
C -0.796 0.339 -0.410 -0.296
C -0.553 1.301 -1.588 -0.155
H 1.063 -0.772 -0.634 0.087
H -0.199 -1.680 0.280 0.056
H -0.511 0.751 0.531 0.051
H -1.849 0.201 -0.380 0.072
H -1.197 2.189 -1.680 0.038
H -0.674 0.682 -2.540 0.075
H 0.464 1.739 -1.565 0.051
N 1.206 -0.327 2.480 0.020
H 0.631 -0.290 3.319 -0.001
H 0.816 -1.026 1.861 -0.030
H 2.170 -0.532 2.704 -0.008
```

Summary:
- Highest occupied orbital energy: -2.04 eV
- Frontier orbital gap: 6.1 eV
- LUMO level: 4.09 eV
- Total charge: -1

***

Entry D
Density functional theory data (ωB97M-V/def2-TZVPD) for 2 unconnected molecules or ions with the total composition C3H10NO.

The geometry in XYZ format:
```
15
Properties=species:S:1:pos:R:3:lowdin_charge:R:1
C -1.261 -2.105 -1.375 -0.556
O -1.434 -3.167 -0.552 -0.460
H -1.891 -1.130 -1.229 0.020
H -1.549 -2.295 -2.524 0.039
H -0.235 -1.646 -1.304 -0.003
C 1.147 0.098 0.092 -0.154
N 1.301 1.229 1.048 -0.200
C 0.023 1.953 1.123 -0.172
H 0.848 0.548 -0.744 0.003
H 0.238 -0.548 0.331 0.093
H 2.127 -0.298 -0.257 0.091
H 1.642 0.821 1.945 0.095
H -0.800 1.362 1.385 0.042
H 0.054 2.744 1.918 0.074
H -0.212 2.435 0.142 0.086
```

Summary:
- Highest occupied orbital energy: -1.97 eV
- Frontier orbital gap: 5.7 eV
- LUMO level: 3.68 eV
- Total charge: -1

***

What should be chosen as the most stable of them? Choose entry B.

***

Entry A
Density functional theory data (ωB97M-V/def2-TZVPD) for a molecular structure, C4H9NO2.

The geometry in XYZ format:
```
16
Properties=species:S:1:pos:R:3:lowdin_charge:R:1
C 1.498 0.562 -0.437 -0.526
O 1.635 1.871 -0.046 -0.396
C 0.531 -0.421 0.290 -0.326
C -0.832 0.254 0.681 -0.205
C -1.829 0.754 -0.394 -0.565
O -3.049 1.212 -0.010 -0.430
N 1.288 -2.205 0.556 -0.064
H 2.463 0.045 -0.379 0.053
H 1.181 0.490 -1.508 0.073
H 0.908 -0.781 1.260 0.080
H -0.465 1.074 1.326 0.090
H -1.426 -0.346 1.394 0.086
H -1.286 1.562 -0.931 0.084
H -1.970 -0.210 -1.005 0.076
H 0.353 -1.174 -0.490 0.082
H 1.001 -2.689 -0.306 -0.112
```

Summary:
- Highest occupied orbital energy: 0.83 eV
- Frontier orbital gap: 5.9 eV
- LUMO level: 6.72 eV
- Total charge: -2

***

Entry B
Density functional theory data (ωB97M-V/def2-TZVPD) for a gas-phase ion, C4H9NO2 (charge -2).

The geometry in XYZ format:
```
16
Properties=species:S:1:pos:R:3:lowdin_charge:R:1
N -1.133 -1.618 0.536 -0.017
C -0.499 -0.343 0.060 -0.457
C -0.582 -0.316 -1.497 -0.479
O -1.802 -0.737 -2.035 -0.464
C 0.820 0.044 0.755 -0.203
C 1.173 1.583 0.747 -0.529
O 1.947 2.025 1.811 -0.475
H -0.449 -2.247 0.072 0.040
H -1.864 -1.799 -0.166 0.018
H -1.159 0.546 0.323 0.118
H 0.157 -1.095 -1.811 0.075
H -0.485 0.766 -1.770 0.085
H 0.543 -0.215 1.767 0.074
H 1.746 -0.523 0.508 0.089
H 0.150 1.983 0.954 0.063
H 1.438 1.945 -0.252 0.062
```

Summary:
- SMILES: N[C@H](C[O-])CC[O-]
- Highest occupied orbital energy: 0.92 eV
- Frontier orbital gap: 6.5 eV
- LUMO level: 7.42 eV
- Total charge: -2

***

What should be chosen as the most stable of them? Choose entry B.

***

Entry A
Density functional theory data (ωB97M-V/def2-TZVPD) for 3 unconnected molecules or ions with the total composition C2H9NO4.

The geometry in XYZ format:
```
16
Properties=species:S:1:pos:R:3:lowdin_charge:R:1
O 2.118 -0.710 -0.206 -0.039
C 1.599 -0.177 0.794 -0.264
N 0.601 0.791 0.757 0.055
C 0.043 1.179 -0.527 -0.204
O -1.122 0.349 -0.851 -0.093
H 1.894 -0.434 1.835 0.140
H 0.030 1.005 1.520 0.077
H 0.794 0.920 -1.294 0.123
H -0.125 2.265 -0.528 0.131
H -0.733 -0.478 -1.241 0.044
O -2.045 0.601 1.909 -0.097
H -2.895 0.123 2.334 0.130
H -2.043 0.269 1.038 -0.037
O 0.236 -1.847 -1.784 -0.082
H 0.943 -1.768 -1.114 0.014
H 0.705 -2.088 -2.642 0.102
```

Summary:
- SMILES: O=CNCO.O.O
- Highest occupied orbital energy: -10.28 eV
- Frontier orbital gap: 11.0 eV
- LUMO level: 0.73 eV

***

Entry B
Density functional theory data (ωB97M-V/def2-TZVPD) for 3 unconnected molecules or ions with the total composition C2H9NO4.

The geometry in XYZ format:
```
16
Properties=species:S:1:pos:R:3:lowdin_charge:R:1
C -2.281 -1.313 1.582 -0.066
N -1.600 -1.931 0.451 0.030
C -1.921 -1.624 -0.822 -0.630
O -1.539 -2.223 -1.804 0.068
O -2.730 -0.528 -0.943 0.094
H -3.353 -1.425 1.468 0.085
H -2.061 -0.250 1.662 0.082
H -1.889 -1.792 2.475 0.085
H -0.811 -2.534 0.466 0.137
H -3.125 -0.686 -1.803 0.115
O 1.792 3.845 -1.107 -0.050
H 1.197 4.512 -1.449 0.028
H 2.018 4.147 -0.231 0.022
O 6.432 1.958 1.974 -0.063
H 5.857 1.889 2.727 0.016
H 6.238 2.867 1.664 0.047
```

Summary:
- SMILES: CNC(=O)O.O.O
- Highest occupied orbital energy: -9.86 eV
- Frontier orbital gap: 10.4 eV
- LUMO level: 0.58 eV

***

What should be chosen as the most stable of them? Choose entry B.

***

Entry A
Density functional theory data (ωB97M-V/def2-TZVPD) for a gas-phase ion, C5H13N2O (charge +1).

The geometry in XYZ format:
```
21
Properties=species:S:1:pos:R:3:lowdin_charge:R:1
C -0.021 -1.443 -1.412 -0.011
C -0.526 -0.033 -1.141 -0.226
N -1.958 0.116 -1.550 0.229
C -0.511 0.512 0.296 -0.391
O -1.626 0.808 0.763 0.046
N 0.589 0.629 1.020 -0.103
C 0.489 0.934 2.464 0.015
C 1.854 0.022 0.609 -0.028
H 0.952 -1.574 -1.009 0.053
H 0.033 -1.582 -2.494 0.104
H -0.662 -2.246 -1.040 0.107
H 0.073 0.616 -1.711 0.144
H -2.360 0.519 -0.672 0.126
H -2.330 -0.810 -1.707 0.162
H -2.041 0.689 -2.385 0.180
H 0.506 2.027 2.558 0.109
H 1.376 0.531 2.926 0.091
H -0.473 0.685 2.903 0.097
H 1.830 -1.053 0.795 0.107
H 2.680 0.403 1.188 0.098
H 2.129 0.253 -0.401 0.094
```

Summary:
- SMILES: C[C@@H]([NH3+])C(=O)N(C)C
- Highest occupied orbital energy: -13.70 eV
- Frontier orbital gap: 10.5 eV
- LUMO level: -3.19 eV
- Total charge: +1

***

Entry B
Density functional theory data (ωB97M-V/def2-TZVPD) for a gas-phase ion, C5H13N2O (charge +1).

The geometry in XYZ format:
```
21
Properties=species:S:1:pos:R:3:lowdin_charge:R:1
C -2.132 1.252 1.100 -0.064
C -1.169 1.427 -0.064 -0.217
N 0.229 1.497 0.359 0.109
C 1.081 0.476 0.307 -0.439
O 2.249 0.550 0.677 0.064
C 0.547 -0.909 -0.135 -0.227
C 0.362 -1.032 -1.649 -0.010
N 1.607 -1.838 0.328 0.210
H -1.706 0.613 1.883 0.078
H -3.110 0.851 0.843 0.086
H -2.206 2.211 1.597 0.078
H -1.434 2.278 -0.673 0.127
H -1.254 0.605 -0.773 0.091
H 0.564 2.423 0.586 0.172
H -0.366 -1.115 0.423 0.156
H 0.676 -0.130 -2.167 0.105
H -0.636 -1.203 -2.012 0.089
H 0.951 -1.869 -2.020 0.088
H 1.315 -2.574 0.973 0.183
H 2.131 -2.272 -0.430 0.167
H 2.299 -1.241 0.847 0.155
```

Summary:
- SMILES: CCNC(=O)[C@@H](C)[NH3+]
- Highest occupied orbital energy: -14.13 eV
- Frontier orbital gap: 10.8 eV
- LUMO level: -3.31 eV
- Total charge: +1

***

What should be chosen as the most stable of them? Choose entry B.

***

Entry A
Density functional theory data (ωB97M-V/def2-TZVPD) for 2 unconnected molecules or ions with the total composition C5H13N2O.

The geometry in XYZ format:
```
21
Properties=species:S:1:pos:R:3:lowdin_charge:R:1
C 1.721 -0.589 1.310 -0.377
N 0.661 -0.039 1.975 -0.035
C 0.654 1.387 2.299 -0.056
O 2.456 0.049 0.592 0.012
H 1.766 -1.679 1.441 0.142
H 0.323 -0.666 2.682 0.126
H 1.579 1.678 2.786 0.096
H -0.202 1.610 2.928 0.090
H 0.522 1.954 1.379 0.074
C -1.892 -1.500 -1.547 -0.053
C -0.884 -0.614 -0.820 -0.200
C 0.638 1.058 -1.809 0.208
N -0.514 0.541 -1.632 0.053
H -2.823 -0.975 -1.765 0.088
H -1.489 -1.893 -2.481 0.090
H -2.129 -2.339 -0.898 0.092
H -1.344 -0.317 0.121 0.127
H 0.044 -1.125 -0.582 0.112
H 0.694 1.872 -2.520 0.131
H 1.483 0.690 -1.228 0.101
H -1.263 0.895 -2.233 0.180
```

Summary:
- Highest occupied orbital energy: -13.63 eV
- Frontier orbital gap: 8.9 eV
- LUMO level: -4.76 eV
- Total charge: +1

***

Entry B
Density functional theory data (ωB97M-V/def2-TZVPD) for 2 unconnected molecules or ions with the total composition C5H13N2O.

The geometry in XYZ format:
```
21
Properties=species:S:1:pos:R:3:lowdin_charge:R:1
C -0.826 -3.718 1.184 -0.062
C -1.874 -2.673 1.228 -0.028
C 1.617 3.190 -1.457 -0.096
C 0.453 2.683 -0.616 -0.240
C 0.330 0.449 0.094 -0.271
N 0.781 1.664 0.398 0.083
N -0.730 -2.559 0.324 0.087
O 0.483 -0.518 0.854 -0.021
H -0.179 -3.876 2.101 0.158
H -0.862 -4.645 0.612 0.131
H -2.814 -2.951 0.843 0.119
H -2.059 -2.087 2.013 0.092
H 1.396 4.085 -2.080 0.078
H 2.446 3.644 -0.780 0.105
H 1.933 2.435 -2.274 0.104
H 0.076 3.412 0.103 0.127
H -0.200 2.339 -1.342 0.086
H -0.090 0.245 -0.833 0.129
H 1.087 1.992 1.288 0.156
H -0.783 -2.742 -0.669 0.186
H -0.022 -1.893 0.753 0.080
```

Summary:
- Highest occupied orbital energy: -13.68 eV
- Frontier orbital gap: 10.9 eV
- LUMO level: -2.80 eV
- Total charge: +1

***

What should be chosen as the most stable of them? Choose entry A.